(1)
111
Properties=species:S:1:pos:R:3 method="wB97M-V/def2-TZVPD" charge=+3 multiplicity=2 orbital_gap_ev="3.4 / 3.4" s2=0.847 homo_ev="-14.5 / -14.5"
V -2.237 -0.018 0.277
C -4.205 4.120 1.318
C -3.798 4.915 0.197
C -3.581 4.277 -0.994
C -3.538 2.856 -0.975
N -3.586 2.123 0.158
C -4.103 2.747 1.252
N -3.458 2.344 -2.227
C -3.377 1.055 -2.388
N -3.404 0.088 -1.406
C -3.970 -1.078 -1.961
N -4.689 -1.984 -1.329
C -4.722 -2.026 0.011
C -5.687 -2.997 0.436
C -5.858 -3.204 1.778
C -5.174 -2.273 2.631
C -4.299 -1.332 2.153
N -3.908 -1.282 0.843
C -4.000 -0.911 -3.419
C -4.134 -1.801 -4.462
C -3.684 -1.420 -5.744
C -3.227 -0.127 -5.976
C -3.238 0.817 -4.946
C -3.580 0.419 -3.676
H -4.664 4.625 2.176
H -3.633 6.004 0.309
H -3.416 4.675 -2.002
H -4.312 2.099 2.110
H -6.106 -3.588 -0.382
H -6.453 -4.056 2.185
H -5.352 -2.283 3.710
H -3.779 -0.667 2.885
H -4.533 -2.807 -4.270
H -3.751 -2.159 -6.561
H -2.881 0.155 -6.972
H -3.015 1.881 -5.101
C 1.863 7.894 0.506
C 1.563 6.424 0.577
C 1.903 5.604 1.653
C 1.569 4.241 1.668
C 0.924 3.651 0.586
C 0.580 4.459 -0.485
C 0.918 5.823 -0.486
S 0.545 1.858 0.779
O -0.747 1.616 -0.050
C 1.688 1.199 -0.440
C 1.401 1.366 -1.807
C 2.116 0.657 -2.737
C 3.172 -0.194 -2.378
C 3.866 -0.951 -3.358
C 4.911 -1.788 -2.996
C 5.270 -1.847 -1.625
C 4.591 -1.145 -0.660
C 3.519 -0.298 -0.994
C 2.774 0.456 -0.023
C 2.972 0.339 1.436
C 4.044 0.967 2.152
C 5.091 1.646 1.459
C 6.064 2.286 2.199
C 6.017 2.328 3.605
C 5.061 1.643 4.284
C 4.057 0.925 3.578
C 3.034 0.269 4.264
C 1.988 -0.339 3.598
C 1.961 -0.241 2.210
S 0.499 -0.989 1.400
O -0.814 -0.542 2.063
C 0.797 -2.666 1.925
C 0.065 -3.316 2.890
C 0.246 -4.691 3.052
C 1.119 -5.418 2.228
C 1.327 -6.893 2.371
C 1.862 -4.738 1.274
C 1.712 -3.343 1.120
H 1.219 8.416 1.220
H 1.566 8.249 -0.491
H 2.923 8.197 0.722
H 2.493 5.964 2.494
H 1.923 3.618 2.505
H 0.057 4.060 -1.359
H 0.644 6.395 -1.360
H 0.533 1.971 -2.098
H 1.813 0.744 -3.798
H 3.561 -0.817 -4.375
H 5.441 -2.394 -3.758
H 6.117 -2.489 -1.365
H 4.907 -1.244 0.376
H 5.111 1.611 0.366
H 6.901 2.784 1.696
H 6.799 2.915 4.123
H 5.009 1.590 5.364
H 3.072 0.183 5.363
H 1.155 -0.809 4.129
H -0.647 -2.788 3.534
H -0.364 -5.236 3.759
H 0.579 -7.311 3.037
H 2.334 -7.087 2.787
H 1.280 -7.432 1.381
H 2.611 -5.235 0.667
H 2.231 -2.828 0.311
C -0.287 -2.893 -3.255
N -0.848 -3.611 -2.119
C -1.409 -3.051 -1.011
N -1.893 -3.934 -0.106
O -1.439 -1.816 -0.815
H 0.825 -2.970 -3.295
H -0.526 -1.826 -3.159
H -0.680 -3.252 -4.198
H -0.811 -4.623 -2.129
H -1.976 -4.932 -0.307
H -2.400 -3.557 0.685

***

(2)
111
Properties=species:S:1:pos:R:3 method="wB97M-V/def2-TZVPD" charge=+2 multiplicity=5 orbital_gap_ev="5.1 / 5.0" s2=6.068 de_lowest_kcal_mol=81.90 homo_ev="-11.2 / -12.5"
Os -0.655 0.174 0.277
C 2.557 0.184 -4.130
N 1.495 0.557 -3.253
C 1.078 -0.088 -2.115
N 0.027 0.538 -1.636
C -0.240 1.621 -2.407
C 0.590 1.581 -3.501
C 0.698 2.601 -4.573
C 0.268 2.288 -5.830
C 0.194 3.264 -6.821
C 0.568 4.528 -6.484
C 0.917 4.896 -5.170
C 1.008 3.886 -4.263
C -1.349 2.470 -1.897
C -1.269 2.851 -0.524
C -2.298 3.586 0.099
C -3.377 3.937 -0.665
C -3.430 3.657 -2.022
C -2.381 2.910 -2.692
P 1.859 -1.581 -1.199
C 0.232 -2.329 -0.941
N -0.859 -1.765 -0.433
C -1.873 -2.665 -0.366
C -1.432 -3.862 -0.873
N -0.126 -3.600 -1.280
C 0.836 -4.622 -1.909
C -2.027 -5.157 -1.163
C -3.056 -5.314 -2.133
C -3.677 -6.535 -2.293
C -3.202 -7.650 -1.612
C -2.202 -7.530 -0.688
C -1.533 -6.244 -0.514
C -3.244 -2.256 0.021
C -3.943 -2.984 0.958
C -5.243 -2.624 1.313
C -5.825 -1.476 0.757
C -5.158 -0.694 -0.151
C -3.828 -1.064 -0.443
C 2.195 -0.338 0.154
N 1.432 0.520 0.746
C 2.257 1.224 1.668
C 3.508 0.640 1.661
N 3.475 -0.307 0.735
C 4.532 -1.303 0.452
C 4.696 0.966 2.480
C 4.658 1.158 3.857
C 5.812 1.626 4.486
C 6.913 2.009 3.763
C 6.942 1.930 2.377
C 5.874 1.402 1.773
C 1.832 2.356 2.381
C 2.681 3.448 2.575
C 2.256 4.679 3.045
C 0.860 4.884 3.348
C -0.005 3.828 3.229
C 0.435 2.420 2.757
H 3.467 0.113 -3.598
H 2.701 0.868 -4.933
H 2.373 -0.751 -4.593
H -0.137 1.354 -6.113
H -0.159 2.931 -7.847
H 0.500 5.362 -7.163
H 1.122 5.924 -4.982
H 1.155 4.090 -3.256
H -0.306 2.740 -0.119
H -2.037 3.923 1.124
H -4.269 4.462 -0.190
H -4.351 3.907 -2.546
H -2.442 2.474 -3.745
H 1.254 -5.187 -1.082
H 1.533 -4.092 -2.509
H 0.192 -5.237 -2.623
H -3.397 -4.397 -2.617
H -4.503 -6.558 -2.954
H -3.739 -8.596 -1.790
H -2.005 -8.382 -0.095
H -0.743 -6.122 0.272
H -3.564 -3.886 1.460
H -5.817 -3.141 2.072
H -6.833 -1.097 1.088
H -5.562 0.212 -0.557
H -3.328 -0.434 -1.171
H 4.330 -1.761 -0.525
H 4.434 -2.063 1.228
H 5.505 -0.839 0.565
H 3.789 0.939 4.441
H 5.884 1.581 5.564
H 7.791 2.282 4.296
H 7.695 2.353 1.787
H 5.738 1.426 0.706
H 3.723 3.330 2.356
H 2.871 5.645 3.434
H 0.631 5.848 3.634
H -1.072 3.954 3.353
H -0.183 2.185 1.878
I 0.576 1.867 5.824
C 0.038 1.388 3.846
H -1.022 1.271 3.754
H 0.480 0.400 3.675
Br -0.870 -3.771 4.263
C -1.658 -2.156 3.716
C -2.786 -1.701 4.286
C -3.338 -0.562 3.626
C -2.747 -0.019 2.533
N -1.552 -0.450 2.029
C -1.060 -1.527 2.625
H -3.253 -2.077 5.173
H -4.274 -0.254 4.018
H -3.096 0.894 2.029
H -0.139 -2.039 2.193
Br 2.005 -3.254 1.228

***

(3)
108
Properties=species:S:1:pos:R:3 method="wB97M-V/def2-TZVPD" smiles=Fc1ccccc1.Fc1ccccc1.Fc1ccccc1.Fc1ccccc1.Fc1ccccc1.Fc1ccccc1.Fc1ccccc1.Fc1ccccc1.Fc1ccccc1 orbital_gap_ev=9.4 de_lowest_kcal_mol=44.15 homo_ev=-9.0
F -0.221 3.801 -4.136
C 0.758 3.543 -4.956
C 1.454 4.594 -5.514
C 2.552 4.306 -6.366
C 2.863 2.987 -6.615
C 2.093 1.931 -6.179
C 1.073 2.248 -5.244
H 1.193 5.629 -5.293
H 3.159 5.067 -6.801
H 3.615 2.879 -7.374
H 2.362 0.881 -6.420
H 0.404 1.514 -4.830
F -3.630 7.150 -1.918
C -2.852 6.390 -1.164
C -1.874 5.649 -1.794
C -1.024 4.851 -0.945
C -1.111 4.893 0.438
C -2.094 5.733 0.992
C -2.965 6.401 0.197
H -1.799 5.552 -2.828
H -0.320 4.186 -1.392
H -0.373 4.399 1.065
H -2.136 5.717 2.089
H -3.774 6.937 0.633
F -3.372 -6.600 3.613
C -2.519 -6.455 2.559
C -1.860 -7.565 2.059
C -1.147 -7.504 0.885
C -0.945 -6.275 0.282
C -1.574 -5.155 0.830
C -2.392 -5.214 1.944
H -1.977 -8.548 2.547
H -0.651 -8.382 0.504
H -0.436 -6.122 -0.637
H -1.421 -4.143 0.412
H -2.826 -4.282 2.307
F 2.210 1.388 2.280
C 3.188 0.712 2.794
C 4.284 0.299 2.016
C 5.390 -0.254 2.689
C 5.357 -0.559 4.020
C 4.248 -0.186 4.754
C 3.157 0.480 4.183
H 4.132 0.369 0.938
H 6.283 -0.486 2.069
H 6.226 -1.065 4.472
H 4.250 -0.441 5.850
H 2.292 0.940 4.683
F -1.928 -1.793 -0.066
C -1.056 -0.824 -0.419
C -1.607 0.200 -1.193
C -0.881 1.334 -1.500
C 0.451 1.398 -1.077
C 1.066 0.363 -0.452
C 0.306 -0.768 -0.125
H -2.633 0.112 -1.553
H -1.357 2.152 -2.025
H 1.006 2.226 -1.459
H 2.116 0.432 -0.117
H 0.730 -1.591 0.426
F 1.957 -2.616 2.387
C 2.371 -3.869 2.648
C 3.690 -4.110 2.918
C 4.119 -5.396 3.282
C 3.247 -6.464 3.212
C 1.901 -6.198 2.980
C 1.464 -4.938 2.686
H 4.337 -3.184 2.959
H 5.184 -5.585 3.471
H 3.650 -7.471 3.406
H 1.124 -6.954 2.945
H 0.497 -4.646 2.403
F 6.222 -4.040 1.125
C 6.157 -3.090 0.134
C 4.917 -2.537 -0.205
C 4.836 -1.463 -1.106
C 6.023 -1.007 -1.664
C 7.250 -1.558 -1.304
C 7.323 -2.642 -0.467
H 4.040 -2.917 0.355
H 3.902 -1.003 -1.371
H 6.015 -0.190 -2.378
H 8.150 -1.169 -1.761
H 8.281 -3.032 -0.190
F -7.723 2.067 1.929
C -6.756 1.134 1.803
C -6.515 0.558 0.577
C -5.411 -0.235 0.441
C -4.512 -0.414 1.495
C -4.777 0.184 2.681
C -5.906 0.975 2.883
H -7.162 0.882 -0.214
H -5.253 -0.747 -0.505
H -3.629 -1.008 1.332
H -4.058 0.055 3.534
H -6.100 1.406 3.872
F -6.859 5.352 -3.171
C -6.014 4.607 -2.371
C -5.037 3.905 -3.067
C -4.176 3.087 -2.401
C -4.312 3.020 -1.015
C -5.323 3.693 -0.321
C -6.243 4.483 -0.992
H -5.053 4.080 -4.102
H -3.425 2.445 -2.858
H -3.582 2.433 -0.493
H -5.311 3.628 0.779
H -6.978 5.058 -0.421

***

(4)
118
Properties=species:S:1:pos:R:3 method="wB97M-V/def2-TZVPD" orbital_gap_ev=6.9 de_lowest_kcal_mol=39.35 homo_ev=-7.6
Y -1.225 1.400 1.374
Br 1.365 0.671 2.924
C 2.100 2.437 3.140
C 3.188 2.606 3.989
C 3.680 3.939 4.128
C 3.131 4.977 3.379
C 2.099 4.747 2.479
C 1.630 5.822 1.670
C 0.696 5.617 0.770
C 0.091 4.327 0.718
C 0.409 3.206 1.445
C 1.544 3.443 2.328
H 3.630 1.745 4.507
H 4.466 4.187 4.800
H 3.495 5.997 3.476
H 2.099 6.777 1.781
H 0.339 6.357 0.100
H -0.765 4.276 0.055
C -2.289 -5.125 -1.420
C -2.283 -3.643 -1.542
C -1.362 -2.972 -2.331
C -1.369 -1.593 -2.482
C -2.357 -0.846 -1.855
C -3.264 -1.538 -1.013
C -3.257 -2.942 -0.880
S -2.503 0.965 -2.038
O -1.209 1.500 -2.431
O -3.604 1.185 -2.936
N -2.728 1.501 -0.526
C -3.978 2.029 -0.217
C -5.196 1.569 -0.680
C -6.400 2.168 -0.297
C -6.421 3.250 0.535
C -5.195 3.698 1.113
C -5.100 4.832 1.972
C -3.860 5.144 2.544
C -2.727 4.334 2.234
N -2.805 3.335 1.387
C -4.009 3.048 0.806
H -1.913 -5.566 -2.384
H -3.264 -5.495 -1.174
H -1.606 -5.561 -0.688
H -0.612 -3.529 -2.843
H -0.597 -1.196 -3.152
H -4.040 -0.983 -0.500
H -4.021 -3.426 -0.215
H -5.229 0.706 -1.362
H -7.342 1.793 -0.712
H -7.323 3.757 0.857
H -6.021 5.370 2.240
H -3.712 5.981 3.228
H -1.728 4.517 2.716
C 4.438 -10.444 -4.281
O 3.284 -10.338 -3.467
C 2.943 -9.091 -3.042
C 3.397 -7.903 -3.563
C 3.007 -6.718 -2.942
C 2.167 -6.701 -1.816
C 1.702 -7.925 -1.351
C 2.087 -9.120 -1.900
C 1.757 -5.407 -1.146
N 2.177 -4.175 -1.536
C 1.447 -3.326 -0.737
C 0.580 -4.025 0.116
N 0.797 -5.346 -0.157
C -0.416 -3.343 0.901
C -1.444 -3.989 1.719
C -2.347 -3.169 2.298
C -2.218 -1.797 2.195
N -1.245 -1.182 1.592
C -0.397 -1.923 0.889
C 0.516 -1.207 -0.008
N 0.358 0.154 -0.036
C 1.015 0.771 -0.995
C 1.901 0.153 -1.877
C 2.099 -1.210 -1.801
C 1.430 -1.907 -0.809
H 4.473 -11.476 -4.545
H 5.415 -10.195 -3.760
H 4.377 -9.711 -5.089
H 3.953 -7.830 -4.480
H 3.328 -5.776 -3.360
H 1.043 -7.940 -0.473
H 1.838 -10.053 -1.375
H 0.478 -6.118 0.384
H -1.525 -5.065 1.666
H -3.156 -3.563 2.894
H -2.956 -1.189 2.630
H 0.877 1.871 -1.014
H 2.366 0.704 -2.650
H 2.811 -1.739 -2.443
O -0.532 2.460 5.335
C -1.624 2.204 4.889
C -2.909 2.467 5.602
C -3.916 2.004 4.589
C -3.095 1.405 3.506
O -3.494 0.754 2.506
N -1.793 1.643 3.671
H -3.012 3.508 5.875
H -2.793 1.821 6.447
H -4.496 2.842 4.113
H -4.603 1.288 5.002
C 4.338 3.335 -4.018
C 4.518 4.761 -3.642
S 3.085 5.341 -2.735
O 3.110 6.804 -2.796
C 3.608 4.745 -1.114
C 4.602 5.675 -0.412
H 5.152 3.071 -4.757
H 3.410 3.125 -4.477
H 4.464 2.672 -3.155
H 4.475 5.357 -4.567
H 5.498 4.904 -3.121
H 3.940 3.710 -1.284
H 2.678 4.719 -0.508
H 5.612 5.617 -0.702
H 4.525 5.519 0.665
H 4.240 6.700 -0.554